Entry 1:
29
Properties=species:S:1:pos:R:3 method="wB97M-V/def2-TZVPD" total_charge=+2 homo_lumo_gap_ev=8.6
C -2.50 0.47 3.21
C -2.76 -0.31 1.76
O -1.51 -0.28 0.96
C -1.21 1.09 0.51
Si -0.07 1.19 -1.04
S -1.30 1.20 -2.88
Si 1.49 -0.37 -1.16
C 1.21 -1.89 -0.01
C 3.24 0.37 -0.67
C 1.75 -1.04 -2.99
H -2.69 -0.30 4.08
H -1.40 0.88 3.32
H -3.21 1.41 3.32
H -3.07 -1.42 2.00
H -3.65 0.19 1.16
H -2.26 1.58 0.22
H -0.74 1.75 1.37
H 0.62 2.50 -1.00
H -2.65 0.99 -2.49
H 1.71 -1.64 1.04
H 0.08 -2.19 0.15
H 1.72 -2.86 -0.48
H 3.28 1.51 -1.01
H 3.39 0.21 0.47
H 4.09 -0.17 -1.29
H 0.83 -1.72 -3.26
H 2.77 -1.65 -2.96
H 1.93 -0.15 -3.74
Ba 0.91 0.64 1.44

Entry 2:
68
Properties=species:S:1:pos:R:3 method="wB97M-V/def2-TZVPD" e_above_lowest_kcal_mol=143.25 homo_lumo_gap_ev=4.6
C -0.02 -1.99 3.15
C -0.04 -2.75 2.09
C -0.14 -3.39 0.59
C 0.66 -2.48 -0.51
C -0.45 -1.78 -1.50
P -1.07 -0.07 -0.80
C -1.49 1.61 0.06
C 0.47 0.83 -1.56
C 1.72 0.96 -0.56
C 2.62 2.30 -0.77
C 4.10 2.10 -0.12
C 4.07 1.35 1.31
C 5.56 1.20 1.99
C 5.58 -0.17 2.87
C 4.69 -0.05 4.23
C -2.59 -0.87 0.09
C -3.94 0.00 0.08
O -4.21 0.47 1.45
C -5.58 0.83 1.63
C -5.90 2.34 2.19
O -6.60 0.09 1.44
O -1.94 0.37 -2.21
C -2.64 -0.58 -2.98
C -1.89 -0.91 -4.41
C -2.21 -2.48 -4.78
H 0.09 -1.19 3.97
H 0.29 -4.47 0.61
H -1.27 -3.48 0.35
H 1.35 -1.73 0.01
H 1.33 -3.16 -1.17
H -1.27 -2.57 -1.60
H 0.05 -1.68 -2.53
H -0.31 -0.39 0.37
H -1.80 1.39 1.17
H -0.60 2.33 0.13
H -2.32 2.19 -0.51
H 0.86 0.35 -2.53
H 0.17 1.92 -1.87
H 2.45 0.07 -0.65
H 1.36 0.99 0.53
H 2.72 2.62 -1.88
H 2.14 3.19 -0.19
H 4.58 3.15 0.06
H 4.80 1.55 -0.86
H 3.67 0.26 1.24
H 3.45 1.96 2.06
H 5.81 2.10 2.67
H 6.39 1.09 1.20
H 6.66 -0.47 3.16
H 5.14 -1.05 2.26
H 5.34 -0.36 5.14
H 4.30 1.01 4.43
H 3.79 -0.79 4.20
H -2.28 -0.99 1.21
H -2.85 -1.93 -0.27
H -4.81 -0.75 -0.16
H -4.01 0.81 -0.73
H -4.90 2.85 2.43
H -6.45 2.16 3.20
H -6.59 2.93 1.49
H -3.63 -0.06 -3.34
H -2.98 -1.57 -2.54
H -2.34 -0.29 -5.28
H -0.76 -0.70 -4.36
H -3.31 -2.58 -5.15
H -1.54 -2.88 -5.63
H -2.08 -3.18 -3.88
Na 0.60 4.40 0.28

Number 1: total energy -35826.2201 eV. Number 2: total energy -42294.2804 eV.